DFT (ωB97M-V/def2-TZVPD) results for a 9-piece molecular cluster, C36H76BO40P4S4 overall in a non-equilibrium geometry.

Charge: -1
Maximum force: 6.678 eV Å⁻¹
Highest occupied orbital energy: -8.4 eV
2S+1: 1
HOMO-LUMO gap: 10.05 eV

Structure (XYZ):
```
161
C36H76BO40P4S4 (ωB97M-V/def2-TZVPD)
O -13.026 6.060 -15.372
C -12.116 6.851 -15.079
O -11.931 8.110 -15.625
B -10.845 8.829 -14.897
O -10.357 7.861 -13.883
C -11.095 6.715 -13.896
O -10.847 5.660 -13.283
O -11.472 10.124 -14.242
C -10.832 11.172 -14.869
O -11.280 12.262 -15.087
C -9.707 10.658 -15.749
O -9.739 9.343 -15.693
O -9.060 11.335 -16.517
C -14.534 10.005 -11.022
C -13.767 8.910 -11.726
O -12.430 9.063 -11.357
S -12.154 10.383 -10.403
O -11.101 11.231 -10.961
O -12.083 9.936 -9.040
O -13.600 10.962 -10.727
H -15.002 9.549 -10.150
H -15.325 10.409 -11.653
H -13.761 9.122 -12.795
H -14.202 7.949 -11.455
C -6.972 11.167 -20.849
C -7.180 11.313 -19.341
O -6.025 10.719 -18.876
S -4.663 11.356 -19.647
O -3.599 10.336 -19.747
O -4.216 12.643 -19.305
O -5.600 11.302 -21.142
H -7.469 11.964 -21.402
H -7.299 10.216 -21.270
H -8.010 10.671 -19.045
H -7.204 12.344 -18.988
C -11.572 2.902 -15.035
C -12.043 1.597 -14.323
O -11.683 0.518 -15.089
S -11.407 0.913 -16.722
O -12.359 0.172 -17.532
O -9.916 0.906 -17.030
O -11.867 2.487 -16.370
H -10.487 2.999 -15.054
H -12.149 3.805 -14.838
H -13.132 1.609 -14.262
H -11.634 1.509 -13.316
C -13.759 12.841 -13.133
C -13.473 14.358 -13.103
O -14.435 14.966 -12.380
S -15.139 13.983 -11.218
O -16.530 14.353 -10.987
O -14.277 13.806 -10.022
O -14.988 12.771 -12.358
H -12.981 12.156 -12.796
H -13.962 12.652 -14.187
H -13.267 14.923 -14.012
H -12.620 14.313 -12.426
C -17.827 10.847 -18.247
C -17.729 9.455 -18.761
O -17.429 8.473 -17.786
P -17.875 8.562 -16.210
O -19.225 9.159 -16.054
O -16.626 9.315 -15.385
C -15.373 9.057 -15.854
C -14.680 10.319 -15.406
O -17.674 7.056 -15.739
C -18.704 6.033 -15.815
C -18.911 5.580 -17.283
H -17.542 11.564 -19.016
H -18.849 11.036 -17.918
H -17.098 10.959 -17.444
H -18.645 9.131 -19.255
H -16.861 9.383 -19.417
H -15.056 8.224 -15.227
H -15.223 9.047 -16.933
H -14.751 10.540 -14.341
H -13.633 10.226 -15.695
H -15.167 11.222 -15.772
H -18.572 5.130 -15.218
H -19.631 6.429 -15.401
H -18.785 6.486 -17.876
H -18.202 4.786 -17.517
H -19.863 5.049 -17.306
C -10.311 6.820 -10.106
C -8.830 7.234 -10.237
O -8.352 7.163 -8.819
P -7.256 6.068 -8.399
O -5.781 6.378 -8.610
O -7.633 5.908 -6.794
C -9.035 5.663 -6.528
C -9.872 6.878 -6.177
O -7.752 4.615 -8.943
C -6.907 3.472 -8.774
C -7.834 2.379 -8.272
H -10.705 7.111 -9.133
H -10.853 7.289 -10.928
H -10.268 5.732 -10.159
H -8.351 6.744 -11.085
H -8.719 8.289 -10.487
H -9.576 5.199 -7.352
H -9.015 4.941 -5.711
H -10.830 6.589 -5.745
H -9.438 7.619 -5.505
H -10.343 7.442 -6.982
H -6.448 3.066 -9.675
H -6.131 3.572 -8.014
H -8.220 2.670 -7.295
H -8.566 1.994 -8.981
H -7.200 1.522 -8.043
C -17.354 2.831 -8.086
C -17.244 4.281 -8.658
O -16.645 4.404 -9.924
P -16.372 5.868 -10.520
O -15.629 6.846 -9.675
O -15.670 5.496 -11.962
C -14.345 5.089 -12.038
C -14.364 3.606 -12.574
O -17.854 6.320 -10.995
C -18.061 6.932 -12.269
C -17.648 8.475 -12.047
H -16.573 2.188 -8.491
H -17.364 2.856 -6.996
H -18.305 2.341 -8.291
H -18.159 4.874 -8.624
H -16.513 4.645 -7.936
H -13.926 5.662 -12.865
H -13.799 5.311 -11.120
H -13.341 3.330 -12.830
H -14.602 2.902 -11.776
H -14.868 3.360 -13.509
H -17.526 6.451 -13.089
H -19.091 6.859 -12.619
H -16.731 8.621 -11.476
H -17.469 8.853 -13.054
H -18.533 8.965 -11.642
C -14.002 4.702 -23.524
C -13.261 4.292 -22.233
O -14.090 4.224 -21.033
P -14.024 3.000 -20.004
O -12.634 2.824 -19.616
O -14.821 1.763 -20.673
C -16.117 1.913 -21.230
C -16.412 0.638 -22.110
O -15.051 3.648 -18.807
C -14.457 4.572 -17.909
C -14.630 5.986 -18.358
H -14.782 3.968 -23.723
H -14.519 5.642 -23.331
H -13.398 4.822 -24.424
H -12.721 3.361 -22.406
H -12.511 5.083 -22.203
H -16.788 1.845 -20.373
H -16.424 2.827 -21.738
H -17.485 0.639 -22.299
H -15.944 0.673 -23.094
H -16.159 -0.333 -21.685
H -15.059 4.569 -17.001
H -13.449 4.275 -17.620
H -14.168 6.293 -19.296
H -15.669 6.247 -18.557
H -14.424 6.678 -17.542
```

DFT (ωB97M-V/def2-TZVPD) results for C16H21N3O4S2 as an isolated structure in a non-equilibrium geometry.

Maximum force: 7.371 eV Å⁻¹
Highest occupied orbital energy: -8.1 eV
2S+1: 1
ΔE to the lowest compared entry with this formula, charge and spin: 726.3 kJ/mol
HOMO-LUMO gap: 8.35 eV

Structure (XYZ):
```
46
C16H21N3O4S2 (ωB97M-V/def2-TZVPD)
O 0.060 -2.920 -1.499
O 1.046 -4.044 1.646
N -2.598 3.720 -3.248
O -1.749 -3.191 -0.300
O 1.067 -2.137 5.275
S -2.812 1.962 -5.247
S 1.080 -0.210 -1.368
C -0.626 -2.566 -0.563
C 0.837 -2.932 2.254
C -2.153 2.568 -3.673
C -0.034 -1.768 0.477
C 0.669 -0.693 0.207
N -1.107 2.014 -3.039
N 0.091 -1.902 1.779
C -3.832 4.082 -3.959
C -4.295 3.115 -4.996
C -0.655 0.653 -3.309
C -0.730 2.068 -1.702
C -0.529 0.516 -1.719
C 3.380 -1.553 5.004
C 2.633 0.486 1.190
C 1.888 -2.057 2.919
C 0.860 -0.893 2.404
C 2.147 -2.377 4.430
C 1.142 0.117 1.387
H -2.014 -3.588 -1.120
H 1.443 -2.027 6.192
H -4.602 4.157 -3.151
H -3.687 5.022 -4.515
H -4.415 3.696 -5.902
H -5.172 2.647 -4.617
H 0.313 0.637 -3.841
H -1.216 -0.148 -3.867
H -1.593 2.445 -1.076
H 0.187 2.734 -1.543
H -1.398 0.000 -1.245
H 3.160 -0.587 4.786
H 3.588 -1.763 6.050
H 4.240 -1.884 4.407
H 2.749 1.235 0.349
H 3.024 0.748 2.126
H 3.256 -0.323 0.913
H 2.855 -2.088 2.285
H 0.429 -0.492 3.326
H 2.569 -3.403 4.489
H 0.502 0.923 1.602
```

- Number 2 is which compound?
  C16H21N3O4S2

- Which of these has the lowest HOMO-LUMO gap?
  C16H21N3O4S2